{"formula": "C21H50N4O3RhS2Se2", "method": "ωB97M-V with the def2-TZVPD basis set", "elements": ["Rh", "N", "C", "C", "C", "N", "H", "H", "H", "H", "H", "H", "H", "H", "H", "H", "O", "C", "C", "C", "O", "C", "Se", "C", "Se", "H", "H", "H", "H", "H", "H", "H", "H", "H", "H", "C", "C", "C", "C", "N", "C", "S", "N", "C", "C", "C", "C", "H", "H", "H", "H", "H", "H", "H", "H", "H", "H", "H", "H", "H", "H", "H", "H", "H", "H", "H", "H", "C", "C", "S", "O", "C", "C", "H", "H", "H", "H", "H", "H", "H", "H", "H", "H"], "positions_angstrom": [[-0.2151, 0.4203, -0.4205], [0.7762, -0.7861, 1.5469], [0.4450, -2.1378, 1.9963], [0.4961, -3.1396, 0.8410], [-0.7143, -3.0639, -0.0891], [-0.6528, -1.9054, -0.9794], [1.7421, -0.7973, 1.2187], [0.7364, -0.1452, 2.3368], [-0.5616, -2.1237, 2.4226], [1.1364, -2.4745, 2.7852], [0.5453, -4.1451, 1.2590], [1.4092, -2.9750, 0.2634], [-1.6290, -2.9904, 0.5057], [-0.7661, -3.9948, -0.6724], [-1.4949, -1.8835, -1.5514], [0.1392, -2.0201, -1.6126], [-1.0097, 3.6115, -4.0693], [-1.7726, 4.4007, -3.1809], [-1.8054, 3.6622, -1.8308], [-2.7380, 4.3578, -0.8191], [-2.6994, 3.7370, 0.4356], [-2.3698, 2.2646, -2.1149], [-1.0623, 0.9678, -2.7518], [-0.3738, 3.7007, -1.2876], [-0.0209, 2.7479, 0.3954], [-1.2375, 3.8264, -4.9781], [-2.7983, 4.5337, -3.5456], [-1.3109, 5.3906, -3.0657], [-3.7644, 4.3827, -1.2065], [-2.4047, 5.3844, -0.6557], [-2.9901, 2.8154, 0.3477], [-3.1513, 2.3410, -2.8747], [-2.7969, 1.8035, -1.2250], [-0.0991, 4.7416, -1.1011], [0.3006, 3.2742, -2.0349], [4.2537, -0.0542, -4.7612], [4.1122, 1.2544, -5.5321], [4.0847, 2.5026, -4.6454], [2.7133, 2.7985, -4.0214], [2.2791, 1.7859, -3.0838], [2.7240, 1.6061, -1.8359], [2.2757, 0.1840, -1.0285], [3.5263, 2.5039, -1.2672], [3.9888, 2.4520, 0.1000], [5.3243, 1.7178, 0.2544], [6.4346, 2.2498, -0.6543], [6.7887, 3.7119, -0.4049], [4.3716, -0.8810, -5.4570], [3.3868, -0.2640, -4.1412], [5.1338, -0.0278, -4.1220], [3.2117, 1.2266, -6.1481], [4.9646, 1.3414, -6.2071], [4.3562, 3.3729, -5.2458], [4.8346, 2.3962, -3.8583], [1.9536, 2.8504, -4.8025], [2.7336, 3.7728, -3.5191], [1.6714, 1.0577, -3.4394], [3.8737, 3.2630, -1.8325], [3.2206, 1.9457, 0.6912], [4.0809, 3.4783, 0.4573], [5.1739, 0.6577, 0.0410], [5.6343, 1.8130, 1.2962], [6.1510, 2.1164, -1.7012], [7.3226, 1.6393, -0.4822], [5.9931, 4.3817, -0.7241], [7.6867, 3.9732, -0.9586], [6.9800, 3.8850, 0.6513], [-1.6745, 1.6443, 4.2137], [-2.5692, 1.6732, 2.9908], [-2.0899, 0.2663, 1.9053], [-2.5333, 0.6356, 0.5258], [-3.3435, -0.9680, 2.4686], [-4.7696, -0.6054, 2.1158], [-1.9133, 2.4712, 4.8779], [-0.6338, 1.7460, 3.9106], [-1.7893, 0.7168, 4.7706], [-2.3916, 2.5794, 2.4156], [-3.6226, 1.6004, 3.2432], [-3.1888, -1.0948, 3.5374], [-3.0607, -1.8880, 1.9577], [-5.1647, 0.1896, 2.7426], [-5.4107, -1.4744, 2.2393], [-4.8223, -0.2904, 1.0756]], "lowdin_charge": [0.32, -0.07, -0.26, -0.17, -0.24, -0.04, 0.02, 0.07, 0.09, 0.12, 0.12, 0.11, 0.10, 0.12, 0.07, 0.07, -0.12, -0.22, -0.56, -0.21, -0.15, -0.49, 0.73, -0.50, 0.71, 0.10, 0.13, 0.13, 0.14, 0.14, 0.04, 0.08, 0.02, 0.08, 0.02, -0.10, -0.24, -0.19, -0.17, 0.00, -0.76, 0.71, 0.05, -0.22, -0.19, -0.26, -0.10, 0.08, 0.05, 0.08, 0.11, 0.11, 0.12, 0.10, 0.13, 0.12, 0.07, 0.14, 0.07, 0.13, 0.10, 0.12, 0.09, 0.11, 0.06, 0.07, 0.08, -0.13, -0.35, 0.89, -0.60, -0.36, -0.12, 0.09, 0.07, 0.07, 0.06, 0.09, 0.09, 0.07, 0.07, 0.08, 0.08], "charge": 1, "e_tot_ha": -6984.49817}